Formula: C23H27CoN4SSi2
Source: the Open Molecules 2025 dataset
Level of theory: wB97M-V/def2-TZVPD

CARTESIAN COORDINATES (ANGSTROEM)
Co -0.640 -0.522 -0.682
N -3.716 2.602 -1.379
C -2.686 1.716 -1.359
S -3.085 0.039 -1.225
N -1.478 2.184 -1.366
N -0.445 1.357 -1.222
C 0.773 1.907 -1.167
C 0.974 3.354 -1.329
C 1.879 3.830 -2.278
C 2.095 5.186 -2.428
C 1.412 6.092 -1.632
C 0.507 5.629 -0.691
C 0.278 4.273 -0.546
C 1.857 1.036 -0.892
C 3.186 1.476 -0.707
C 4.150 0.587 -0.322
C 3.795 -0.756 -0.132
C 2.481 -1.120 -0.328
N 1.525 -0.273 -0.690
H -4.640 2.244 -1.552
H -3.512 3.549 -1.654
H 2.401 3.123 -2.907
H 2.801 5.535 -3.169
H 1.586 7.152 -1.748
H -0.016 6.332 -0.058
H -0.430 3.922 0.188
H 3.417 2.519 -0.851
H 5.164 0.914 -0.144
H 4.525 -1.483 0.182
H 2.170 -2.143 -0.154
C -2.543 0.339 2.329
Si -0.951 -0.464 1.583
C 0.569 0.379 2.438
C -0.872 -2.348 1.986
C -0.815 -2.761 3.311
C -0.700 -4.102 3.636
C -0.653 -5.049 2.627
C -0.721 -4.646 1.305
C -0.823 -3.303 0.968
Si -0.950 -2.812 -0.911
C -2.625 -3.598 -1.468
C 0.390 -3.799 -1.908
H -2.539 0.268 3.413
H -3.439 -0.149 1.957
H -2.606 1.389 2.058
H 0.434 0.401 3.515
H 0.707 1.398 2.092
H 1.481 -0.169 2.224
H -0.856 -2.023 4.099
H -0.645 -4.408 4.671
H -0.562 -6.100 2.870
H -0.694 -5.389 0.522
H -2.565 -4.680 -1.377
H -2.850 -3.358 -2.501
H -3.454 -3.253 -0.858
H 0.239 -4.864 -1.763
H 1.404 -3.565 -1.605
H 0.310 -3.594 -2.970

Output
HOMO level (alpha / beta): -6.43 / -7.83 eV
Orbital gap (alpha / beta): 5.73 / 6.46 eV
Multiplicity: 5
E_LUMO (alpha / beta): -0.7016 / -1.3726 eV
<S²>: 6.0338

---

Formula: C23H27CrN5O3PS
Source: the Open Molecules 2025 dataset
Level of theory: wB97M-V/def2-TZVPD

CARTESIAN COORDINATES (ANGSTROEM)
Cr -1.690 0.235 -0.661
N -1.982 1.815 1.330
N -3.354 2.111 1.253
C -4.051 1.502 0.218
O -5.090 2.029 -0.189
O -3.545 0.401 -0.204
H -1.737 1.523 2.266
H -1.414 2.616 1.076
H -3.646 3.050 1.467
C 3.676 -0.847 5.320
C 2.507 -0.124 5.491
C 1.702 0.163 4.398
C 2.042 -0.271 3.118
C 3.222 -0.998 2.961
C 4.030 -1.284 4.051
P 0.871 0.188 1.753
C 2.059 0.247 0.345
C 2.638 1.475 0.044
C 3.615 1.579 -0.938
C 4.023 0.446 -1.628
C 3.428 -0.782 -1.352
C 2.444 -0.878 -0.380
C -0.060 -1.371 1.435
C 0.193 -2.502 2.217
C -0.556 -3.657 2.060
C -1.596 -3.670 1.147
C -1.864 -2.538 0.391
C -1.122 -1.356 0.492
H 4.311 -1.068 6.169
H 2.224 0.220 6.479
H 0.787 0.729 4.537
H 3.519 -1.352 1.986
H 4.940 -1.853 3.909
H 2.313 2.358 0.583
H 4.055 2.542 -1.164
H 4.794 0.515 -2.385
H 3.735 -1.666 -1.898
H 1.952 -1.825 -0.188
H 0.989 -2.490 2.948
H -0.337 -4.532 2.660
H -2.205 -4.558 1.029
H -2.716 -2.564 -0.278
N 1.216 0.372 -3.511
C 0.107 0.099 -2.810
O 0.039 0.410 -1.613
C -1.089 -0.502 -3.480
C -2.074 -0.912 -2.372
H 2.033 0.676 -2.996
H 1.362 -0.075 -4.398
H -0.779 -1.332 -4.124
H -1.510 0.272 -4.127
H -1.971 -1.982 -2.188
H -3.102 -0.747 -2.705
N -2.778 2.769 -4.405
C -3.128 2.510 -3.117
N -4.359 2.084 -2.893
S -1.964 2.713 -1.907
H -3.490 2.937 -5.097
H -1.894 3.229 -4.533
H -5.007 1.972 -3.656
H -4.713 1.950 -1.931

Output
HOMO level (alpha / beta): -7.69 / -7.30 eV
Orbital gap (alpha / beta): 8.05 / 7.66 eV
Multiplicity: 2
ΔE to the lowest compared entry with this formula, charge and spin: 10.3 kcal per mole
E_LUMO (alpha / beta): 0.3596 / 0.3643 eV
<S²>: 0.7650

---

Formula: C23H27F9N3O4S
Source: the Open Molecules 2025 dataset
Level of theory: wB97M-V/def2-TZVPD

CARTESIAN COORDINATES (ANGSTROEM)
C 1.405 -1.602 2.520
C 0.944 -3.038 2.301
C -0.309 -3.111 1.419
C -0.555 -4.494 0.817
C 0.336 -4.852 -0.376
C 0.405 -3.739 -1.435
C 1.666 -2.855 -1.312
C 1.318 -1.418 -1.749
C 2.525 -0.610 -2.214
C 2.210 0.581 -3.164
C 0.785 0.982 -3.183
N -0.092 0.411 -3.943
N -1.286 1.037 -3.650
C -1.142 1.957 -2.732
O -2.090 2.696 -2.237
C -3.286 1.952 -1.889
O -4.002 1.627 -2.755
C -3.500 1.687 -0.473
C -2.466 1.400 0.421
C -2.757 1.145 1.753
C -4.076 1.164 2.210
C -5.113 1.442 1.318
C -4.824 1.693 -0.016
N 0.179 1.999 -2.406
S 0.847 3.118 -1.270
O 1.752 3.954 -1.967
O -0.260 3.747 -0.650
C 1.852 2.170 -0.026
F 1.308 0.998 0.292
F 3.021 1.921 -0.624
C 2.181 3.024 1.243
F 2.710 4.174 0.813
F 3.132 2.372 1.906
C 0.946 3.358 2.157
F 0.614 4.634 1.951
F -0.105 2.575 1.879
C 1.259 3.228 3.675
F 0.184 3.614 4.348
F 2.289 3.974 4.008
F 1.478 1.947 3.971
H 1.950 -1.200 1.667
H 0.565 -0.955 2.768
H 2.078 -1.569 3.376
H 0.654 -3.419 3.280
H 1.747 -3.675 1.936
H -0.282 -2.310 0.678
H -1.154 -2.885 2.071
H -0.351 -5.226 1.601
H -1.610 -4.598 0.571
H 1.343 -5.129 -0.072
H -0.121 -5.718 -0.853
H 0.307 -4.102 -2.454
H -0.442 -3.076 -1.249
H 2.384 -3.240 -2.034
H 2.054 -2.875 -0.299
H 0.861 -0.954 -0.873
H 0.559 -1.520 -2.518
H 3.267 -1.260 -2.665
H 3.007 -0.203 -1.330
H 2.433 0.268 -4.180
H 2.853 1.438 -2.988
H -2.123 0.732 -4.130
H -1.436 1.370 0.090
H -1.969 0.920 2.456
H -4.306 0.981 3.247
H -6.127 1.456 1.682
H -5.625 1.891 -0.712

Output
HOMO level: -12.90 eV
Orbital gap: 9.29 eV
SMILES: CCCCCCCCCCc1n[nH]c(OC(=O)c2ccccc2)[n+]1S(=O)(=O)C(F)(F)C(F)(F)C(F)(F)C(F)(F)F
E_LUMO: -3.6119 eV
Charge: +1

---

Formula: C23H27FN2O2S
Source: the Open Molecules 2025 dataset
Level of theory: wB97M-V/def2-TZVPD

CARTESIAN COORDINATES (ANGSTROEM)
C 0.528 -7.400 -2.310
S 1.705 -6.960 -1.000
C 1.841 -5.203 -1.115
C 1.083 -4.418 -1.974
C 1.256 -3.046 -1.983
C 2.182 -2.440 -1.144
C 2.439 -0.967 -1.218
O 3.511 -0.536 -1.606
N 1.407 -0.158 -0.881
C 0.229 -0.568 -0.156
C 0.282 -0.059 1.288
C 0.450 1.461 1.310
C 0.561 2.015 2.735
C -0.654 1.699 3.617
C -1.961 1.923 2.877
O -2.748 1.033 2.633
N -2.182 3.214 2.524
C -3.236 3.565 1.588
C -2.762 3.338 0.173
C -2.962 2.103 -0.434
C -2.460 1.850 -1.698
C -1.749 2.846 -2.343
F -1.252 2.604 -3.574
C -1.529 4.081 -1.761
C -2.040 4.318 -0.497
C 1.687 1.843 0.494
C 1.588 1.277 -0.921
C 2.953 -3.234 -0.300
C 2.777 -4.601 -0.277
H -0.449 -6.977 -2.094
H 0.470 -8.483 -2.297
H 0.902 -7.062 -3.272
H 0.358 -4.859 -2.640
H 0.670 -2.441 -2.660
H 0.148 -1.655 -0.165
H -0.651 -0.143 -0.654
H -0.642 -0.344 1.789
H 1.122 -0.530 1.804
H -0.428 1.904 0.825
H 1.454 1.604 3.212
H 0.702 3.098 2.671
H -0.631 2.326 4.511
H -0.631 0.656 3.933
H -1.433 3.878 2.638
H -3.515 4.607 1.751
H -4.086 2.916 1.808
H -3.502 1.334 0.097
H -2.615 0.900 -2.185
H -0.969 4.833 -2.294
H -1.880 5.280 -0.032
H 1.789 2.928 0.443
H 2.581 1.438 0.974
H 2.501 1.478 -1.484
H 0.734 1.722 -1.444
H 3.692 -2.771 0.336
H 3.367 -5.221 0.381

Output
HOMO level: -8.09 eV
Orbital gap: 8.68 eV
ΔE to the lowest compared entry with this formula, charge and spin: 0.0 kcal per mole
SMILES: CSc1ccc(C(=O)N2CCC(CCC(=O)NCc3ccc(F)cc3)CC2)cc1
E_LUMO: 0.5912 eV

---

Number 1: strongest force on any atom 2.53 eV/Å. Number 2: strongest force on any atom 1.22 eV/Å. Number 3: strongest force on any atom 2.77 eV/Å. Number 4: strongest force on any atom 0.72 eV/Å.